Molecular formula: CH4O2
Method: DFT, ωB97M-V with the def2-TZVPD basis set

```
7
Properties=species:S:1:pos:R:3:forces:R:3
O -0.2595 -0.4060 -1.9986 1.4492 0.7541 0.4239
O 0.5287 0.4483 0.4885 0.8607 1.6147 -1.9120
C 0.0734 -0.3350 1.2386 1.7326 0.1189 2.1567
H 0.7930 -0.6710 2.0447 -1.0318 -0.6774 -0.2710
H -0.9698 -0.5148 1.2450 -1.4209 -0.9151 0.1695
H -0.9297 -0.5081 -2.6662 0.0220 0.4063 -0.6532
H 0.3997 0.3167 -2.2133 -1.6118 -1.3015 0.0861
```
Forces are in eV/Å.

- molar mass (g/mol) = 48.041
- relative energy (zero: lowest compared OMol25 entry of this formula, charge and spin) (kJ/mol) = 48.9
- LUMO (eV) = 1.0007
- orbital gap (hartree) = 0.3965
- DFT total energy (hartree) = -190.93175
- structure (SMILES) = C=O.O

Which charges does Löwdin predict for the atoms? In e, they are:
1 O -0.086
2 O -0.008
3 C -0.156
4 H 0.094
5 H 0.066
6 H 0.019
7 H 0.071



Molecular formula: C4H8O3
Method: DFT, ωB97M-V with the def2-TZVPD basis set

```
15
Properties=species:S:1:pos:R:3:forces:R:3
O 0.1461 -0.1052 1.9461 0.1409 -0.1427 -0.0786
O -0.4179 3.5213 1.9978 0.1685 -0.2522 -0.3990
O 1.9716 -0.2184 -0.6218 -0.0738 0.5309 -0.5313
C -0.8092 -0.3343 -0.2305 0.6563 -1.4570 -0.3428
C -0.1245 -1.0880 -1.3834 0.7985 0.4685 -0.4429
C -0.3254 -0.8340 1.1139 -0.6231 0.8328 0.4842
C 1.3876 -0.9235 -1.4055 -0.0231 -0.9801 1.9136
H 1.9710 -1.7169 -1.8999 -0.0806 0.2009 -0.8436
H -0.4950 2.7310 1.4426 -0.0797 0.1192 0.3186
H -1.8423 -0.6819 -0.3137 -0.2750 0.7480 0.1629
H -0.5836 -1.8735 1.3947 0.2625 -0.2164 -0.3169
H 0.5268 3.7079 1.9528 -0.0603 0.0851 0.1378
H -0.6237 0.7312 -0.2939 -0.3694 0.1191 -0.0423
H -0.2955 -2.1672 -1.3438 -0.1438 0.0049 0.0262
H -0.4860 -0.7484 -2.3553 -0.2980 -0.0608 -0.0459
```
Forces are in eV/Å.

- molar mass (g/mol) = 104.105
- relative energy (zero: lowest compared OMol25 entry of this formula, charge and spin) (kJ/mol) = 192.7
- LUMO (eV) = 0.6512
- orbital gap (hartree) = 0.3906
- DFT total energy (hartree) = -382.89143
- structure (SMILES) = O=CCCC=O.O

Which charges does Löwdin predict for the atoms? In e, they are:
1 O 0.063
2 O -0.064
3 O 0.062
4 C -0.146
5 C -0.161
6 C -0.274
7 C -0.249
8 H 0.120
9 H 0.015
10 H 0.121
11 H 0.129
12 H 0.036
13 H 0.115
14 H 0.118
15 H 0.116



Molecular formula: C26H43BF3N5PdS2Si
Method: DFT, ωB97M-V with the def2-TZVPD basis set

```
82
Properties=species:S:1:pos:R:3:forces:R:3
Pd 0.0395 -0.2614 -0.3274 -0.0559 -0.0852 0.0770
S -2.3462 0.0236 -0.2800 0.6342 -0.1205 0.1735
S 0.3622 -2.2628 -1.9368 0.0157 -0.0255 -0.2484
Si 0.7830 1.9155 -0.2957 -0.9215 -0.1940 -0.2007
F -0.2952 -4.5311 5.5127 -0.0048 0.0158 -0.0092
F 0.6571 -6.0704 4.3292 -0.0032 -0.0174 -0.0187
F 1.8597 -4.6907 5.4812 0.0098 0.0201 0.0048
N -2.4461 -1.5068 1.9868 -0.0513 0.2184 0.1828
N -1.1998 -1.5773 -4.0785 0.0548 0.0336 -0.1470
N -2.5953 -2.7139 0.1874 -0.0436 -0.1510 -0.2349
N 0.8190 -2.0337 1.4417 -0.0340 0.0219 0.3913
N -2.3145 -2.5070 -2.4568 -0.1128 -0.0747 -0.0413
C 0.2726 3.0234 1.1962 0.0817 0.1139 0.2010
C -2.2614 -0.3618 2.8573 0.0447 -0.0902 -0.0533
C 2.6602 1.5216 -0.3350 0.2329 -0.0328 -0.0419
C -0.0976 -1.1129 -4.9002 -0.0746 -0.0350 0.0451
C -3.2041 -2.2157 -3.4764 0.0596 0.0364 0.2567
C -1.2372 3.0101 1.4947 -0.0052 0.0956 0.0529
C -2.4346 -1.4627 0.6316 -0.1389 0.0719 -0.2160
C 0.7610 -4.7942 4.7164 0.0024 0.0840 -0.0735
C 0.6613 4.5023 1.0056 0.0685 -0.0218 0.0680
C 0.1227 1.6136 -3.0858 -0.0857 -0.0210 -0.0224
C 0.9558 2.5170 2.4791 -0.0765 0.0307 0.0647
C 1.0591 -2.4931 3.7810 -0.0134 0.0030 0.0367
C 1.0562 -1.6358 2.6994 -0.0825 -0.0168 -0.0923
C 3.5012 2.7681 -0.0169 0.1178 -0.0857 -0.0683
C -1.2963 3.1520 -1.8084 0.0245 0.0858 0.0144
C 0.1518 2.6598 -1.9569 -0.0062 0.1476 -0.1730
C 0.9933 3.8520 -2.4521 -0.0079 -0.0475 -0.1176
C 0.8049 -3.8388 3.5495 0.0154 -0.0823 0.1343
C -2.7427 -3.5437 1.2755 0.0773 0.0505 -0.0546
C 3.0904 0.9922 -1.7141 0.0332 -0.0020 -0.0084
C -2.6496 -2.8000 2.3994 0.0484 0.0126 -0.0195
C 3.0387 0.4131 0.6604 0.0101 0.0755 0.0767
C -1.0866 -2.1172 -2.8431 0.0472 0.0311 0.1736
C -2.5239 -1.6375 -4.4823 0.1710 0.0320 -0.0188
C 0.5752 -3.3258 1.2385 0.0595 0.0567 -0.0129
C 0.5636 -4.2668 2.2637 -0.0274 -0.0137 -0.0894
B -2.6879 -3.4080 -1.2537 -0.0996 0.0175 0.0411
H 2.5003 -0.5160 0.4635 0.0008 -0.0400 -0.0218
H 0.7682 3.2362 3.2840 -0.0243 -0.0334 0.0218
H 1.2577 -2.1205 4.7768 -0.0041 -0.0035 0.0133
H 1.1088 1.3257 -3.4423 0.0808 0.0116 0.0594
H -1.3730 4.0300 -1.1692 0.0176 0.0207 0.0440
H 0.1922 4.9423 0.1280 -0.0342 -0.0085 -0.0384
H 2.8678 0.6919 1.6994 -0.0409 -0.0100 -0.0008
H -2.8881 -4.6008 1.1491 -0.0041 -0.0273 -0.0115
H -1.6841 2.0258 1.4090 -0.0057 -0.1153 -0.0107
H 0.7985 -1.1100 -4.2852 -0.0076 0.0165 -0.0138
H 0.3006 5.0673 1.8726 0.0325 -0.0015 0.0152
H -1.6645 3.4447 -2.7974 -0.0345 0.0025 0.0101
H 3.3010 3.6012 -0.6918 -0.0363 -0.0040 -0.0410
H 2.0378 3.5938 -2.6235 0.0258 -0.0543 -0.0040
H -0.4047 0.7019 -2.7954 -0.0185 0.0748 0.0641
H 3.3594 3.1233 1.0021 -0.0129 -0.0003 0.0367
H 0.9730 4.7094 -1.7819 -0.0269 -0.0071 0.0861
H 2.0337 2.3995 2.3997 0.0182 0.0450 -0.0343
H 0.5301 1.5620 2.7979 0.0289 -0.0620 -0.0397
H -0.3017 -0.1054 -5.2584 0.0036 -0.0102 -0.0124
H -1.9695 2.3875 -1.4188 0.0200 -0.0229 -0.0022
H -1.9446 -4.3638 -1.2074 -0.0277 0.0965 0.0442
H -3.1595 0.2530 2.8951 -0.0065 0.0006 -0.0152
H -2.0155 -0.7288 3.8516 -0.0289 0.0240 0.0154
H 3.0039 1.7354 -2.5036 -0.0201 0.0639 -0.0075
H -4.2486 -2.4433 -3.3785 -0.0265 -0.0189 -0.0025
H -0.4176 2.0480 -3.9362 0.0445 0.0056 -0.0267
H 0.3531 -5.3031 2.0436 0.0156 -0.0159 0.0003
H -1.4407 0.2415 2.4744 0.0327 -0.0096 0.0198
H -3.8462 -3.7364 -1.4015 0.1037 0.0260 0.0154
H -2.8432 -1.2657 -5.4380 -0.0106 0.0170 -0.0304
H -2.6952 -3.0696 3.4391 0.0059 -0.0012 0.0274
H -1.3847 3.3735 2.5192 -0.0275 -0.0022 -0.0259
H 2.5234 0.1085 -2.0158 -0.0316 -0.0128 0.0232
H 1.7367 4.6679 0.9357 0.0122 -0.0455 -0.0368
H 1.2401 -0.5774 2.8459 0.0438 -0.0327 -0.0654
H 0.5879 4.1879 -3.4139 -0.0012 0.0163 0.0072
H 0.0492 -1.7833 -5.7470 -0.0123 -0.0110 -0.0002
H 4.1452 0.7017 -1.6573 0.0071 0.0057 -0.0204
H 0.3761 -3.6084 0.2116 -0.0451 -0.0404 0.0108
H 4.1077 0.1959 0.5575 0.0048 -0.0132 0.0031
H 4.5607 2.5068 -0.1244 0.0074 0.0256 0.0010
H -1.8012 3.6746 0.8445 0.0181 0.0136 -0.0894
```
Forces are in eV/Å.

- molar mass (g/mol) = 692.111
- relative energy (zero: lowest compared OMol25 entry of this formula, charge and spin) (kJ/mol) = 18.9
- LUMO (eV) = -0.3769
- orbital gap (hartree) = 0.2477
- DFT total energy (hartree) = -2828.63575

Which charges does Löwdin predict for the atoms? In e, they are:
1 Pd 0.287
2 S 0.677
3 S 0.633
4 Si 0.745
5 F 0.139
6 F 0.147
7 F 0.148
8 N -0.118
9 N -0.119
10 N 0.015
11 N 0.044
12 N -0.022
13 C -0.600
14 C -0.032
15 C -0.611
16 C -0.042
17 C -0.060
18 C -0.116
19 C -0.676
20 C -0.586
21 C -0.088
22 C -0.128
23 C -0.103
24 C 0.011
25 C -0.124
26 C -0.088
27 C -0.105
28 C -0.603
29 C -0.086
30 C -0.115
31 C -0.075
32 C -0.102
33 C -0.047
34 C -0.108
35 C -0.726
36 C -0.044
37 C -0.135
38 C 0.019
39 B -0.438
40 H 0.046
41 H 0.088
42 H 0.127
43 H 0.063
44 H 0.062
45 H 0.057
46 H 0.056
47 H 0.126
48 H -0.005
49 H 0.046
50 H 0.088
51 H 0.087
52 H 0.072
53 H 0.060
54 H 0.034
55 H 0.061
56 H 0.064
57 H 0.051
58 H 0.058
59 H 0.084
60 H 0.027
61 H 0.074
62 H 0.100
63 H 0.094
64 H 0.062
65 H 0.116
66 H 0.086
67 H 0.127
68 H 0.041
69 H 0.076
70 H 0.118
71 H 0.125
72 H 0.088
73 H 0.055
74 H 0.070
75 H 0.090
76 H 0.088
77 H 0.096
78 H 0.087
79 H 0.039
80 H 0.090
81 H 0.090
82 H 0.069



Q: DFT total energy of number 1 (CH4O2)?
A: -190.93175 hartree